1.
C71H135In2N8O20 as an isolated structure in a non-equilibrium geometry. Source: the Open Molecules 2025 dataset; level of theory: ωB97M-V/def2-TZVPD.

XYZ file:
```
236
Properties=species:S:1:pos:R:3
In 2.07 2.33 -3.90
In 4.52 -1.68 -2.40
C 4.07 2.10 -1.01
O 3.34 3.02 -1.29
O 4.88 2.37 -0.15
O 4.13 1.13 -1.78
C 3.64 -0.46 -5.42
O 3.72 0.72 -5.84
O 4.54 -1.25 -5.25
O 2.81 -0.48 -4.45
N 0.87 -0.12 -1.10
O 1.60 -1.02 -1.55
O 0.33 0.64 -1.95
O 0.56 -0.21 0.00
C 0.45 7.10 -3.69
C 0.78 8.40 -3.71
C 1.93 8.91 -2.85
O 2.41 10.15 -2.90
C 2.57 8.05 -2.01
C 2.27 6.58 -1.84
C 1.15 6.05 -2.89
O 1.04 4.82 -3.09
O 2.79 5.86 -0.93
O 0.12 9.02 -4.65
H -0.22 6.64 -4.40
H 3.24 8.66 -1.42
C -2.50 -6.65 -1.23
C -2.92 -5.77 -0.01
C -1.75 -4.81 0.31
C -2.18 -3.60 1.23
C -3.35 -2.82 0.74
C -4.51 -3.76 0.20
N -4.07 -5.00 -0.43
O -5.06 -5.64 -1.18
C -5.43 -4.11 1.51
C -5.35 -2.78 -0.62
C -3.23 -6.73 1.11
H -3.15 -7.51 -1.34
H -1.45 -6.92 -1.17
H -2.50 -6.08 -2.16
H -0.95 -5.47 0.65
H -1.40 -4.34 -0.61
H -1.42 -2.96 1.68
H -2.59 -4.12 2.10
H -2.96 -2.12 0.00
H -3.72 -2.25 1.59
H -6.51 -4.05 1.38
H -5.38 -5.19 1.66
H -5.20 -3.51 2.39
H -5.11 -1.73 -0.47
H -5.10 -2.92 -1.67
H -6.42 -2.93 -0.49
H -2.43 -7.45 1.25
H -4.05 -7.33 0.70
H -3.63 -6.29 2.03
H -4.83 -5.33 -2.06
C 7.02 5.53 3.16
C 6.34 4.71 2.08
C 6.64 3.24 2.55
C 5.59 2.65 3.53
C 4.11 2.97 3.13
C 3.83 4.46 2.76
N 4.85 4.95 1.78
O 4.45 6.18 1.23
C 2.44 4.56 2.17
C 3.94 5.36 3.99
C 7.28 5.21 0.88
H 6.81 6.59 3.00
H 8.11 5.45 3.15
H 6.95 5.29 4.22
H 6.71 2.60 1.68
H 7.57 3.14 3.11
H 5.68 3.14 4.50
H 5.77 1.58 3.69
H 3.36 2.55 3.80
H 4.05 2.26 2.30
H 1.85 5.48 2.20
H 2.43 3.99 1.25
H 1.80 3.97 2.84
H 3.74 6.39 3.69
H 3.22 5.08 4.75
H 4.84 5.32 4.61
H 6.97 4.59 0.04
H 8.34 4.97 0.99
H 7.32 6.21 0.47
H 4.57 6.77 1.97
C -3.04 3.73 0.25
C -3.22 5.16 0.64
C -4.05 5.88 -0.45
C -5.58 5.47 -0.40
C -6.11 5.88 0.93
C -5.42 5.17 2.10
N -3.94 5.22 1.92
O -3.17 4.70 3.00
C -5.79 5.86 3.48
C -5.89 3.69 2.07
C -1.87 5.88 0.87
H -2.87 3.12 1.13
H -2.23 3.60 -0.48
H -3.87 3.34 -0.34
H -4.06 6.94 -0.24
H -3.77 5.69 -1.49
H -5.67 4.43 -0.71
H -6.11 6.08 -1.13
H -7.17 5.71 1.08
H -5.96 6.95 1.07
H -6.83 5.85 3.81
H -5.31 5.41 4.35
H -5.50 6.91 3.51
H -6.97 3.52 2.03
H -5.50 3.22 1.17
H -5.55 3.09 2.91
H -2.12 6.90 1.17
H -1.31 5.79 -0.07
H -1.23 5.40 1.61
H -3.10 5.47 3.57
C -3.42 2.72 -4.92
C -2.40 2.16 -3.93
C -3.17 1.50 -2.70
C -3.68 0.11 -3.08
C -2.57 -0.72 -3.58
C -1.71 -0.20 -4.69
N -1.41 1.23 -4.54
O -0.61 1.84 -5.52
C -0.42 -1.03 -4.63
C -2.55 -0.52 -6.03
C -1.73 3.37 -3.35
H -4.32 3.15 -4.46
H -3.77 1.83 -5.45
H -3.04 3.29 -5.77
H -2.53 1.14 -1.90
H -4.04 2.12 -2.48
H -4.53 0.25 -3.76
H -4.11 -0.31 -2.17
H -3.17 -1.55 -3.95
H -1.96 -1.22 -2.83
H -0.56 -2.01 -4.18
H -0.14 -1.25 -5.66
H 0.46 -0.59 -4.17
H -3.57 -0.14 -6.08
H -2.17 -0.13 -6.97
H -2.47 -1.60 -6.04
H -1.30 4.00 -4.13
H -1.00 3.08 -2.60
H -2.39 4.01 -2.77
H -1.21 2.05 -6.24
C 5.23 -5.66 -4.54
C 3.77 -5.93 -5.05
C 3.32 -7.40 -4.89
C 1.83 -7.68 -5.21
C 0.90 -6.67 -4.52
C 1.23 -5.18 -4.43
N 2.75 -5.13 -4.29
O 3.25 -3.77 -4.22
C 0.73 -4.36 -5.65
C 0.53 -4.53 -3.13
C 3.76 -5.77 -6.61
H 5.65 -4.68 -4.78
H 5.99 -6.41 -4.76
H 5.30 -5.57 -3.46
H 3.83 -8.04 -5.60
H 3.56 -7.85 -3.93
H 1.55 -8.71 -4.98
H 1.70 -7.67 -6.29
H 0.46 -7.04 -3.60
H -0.06 -6.85 -5.02
H -0.35 -4.22 -5.74
H 1.19 -3.37 -5.59
H 1.10 -4.74 -6.60
H -0.54 -4.73 -3.15
H 0.86 -5.03 -2.21
H 0.88 -3.50 -3.19
H 2.83 -5.79 -7.18
H 4.35 -6.50 -7.16
H 4.20 -4.79 -6.81
H 3.16 -3.59 -5.16
C 3.59 -0.75 3.17
C 4.50 -1.89 2.59
C 4.93 -2.79 3.75
C 3.73 -3.74 4.25
C 3.43 -4.59 2.96
C 2.89 -3.68 1.75
N 3.82 -2.63 1.52
O 3.35 -1.76 0.52
C 2.92 -4.65 0.54
C 1.45 -3.26 2.19
C 5.81 -1.28 2.05
H 2.61 -1.01 3.57
H 3.51 -0.01 2.38
H 4.16 -0.17 3.89
H 5.63 -3.60 3.57
H 5.28 -2.27 4.64
H 2.81 -3.30 4.65
H 3.99 -4.41 5.07
H 2.72 -5.41 3.07
H 4.37 -4.96 2.55
H 2.40 -4.26 -0.33
H 3.90 -5.02 0.24
H 2.20 -5.46 0.69
H 0.58 -3.87 1.91
H 1.47 -2.97 3.24
H 1.23 -2.40 1.56
H 6.34 -0.71 2.81
H 5.63 -0.52 1.29
H 6.41 -1.89 1.37
H 2.64 -1.34 1.02
C -4.45 -1.45 7.12
C -3.62 -1.28 5.78
C -4.67 -0.55 4.85
C -4.07 0.03 3.55
C -2.86 0.90 3.97
C -1.74 0.08 4.68
N -2.35 -0.55 5.87
O -1.46 -1.13 6.76
C -1.19 -0.83 3.61
C -0.64 1.05 5.16
C -3.46 -2.71 5.17
H -5.45 -1.11 6.86
H -4.28 -0.58 7.76
H -4.38 -2.38 7.68
H -5.46 -1.25 4.56
H -5.15 0.37 5.18
H -4.87 0.64 3.14
H -3.82 -0.60 2.70
H -3.21 1.67 4.66
H -2.38 1.57 3.25
H -1.88 -1.66 3.40
H -0.87 -0.27 2.73
H -0.29 -1.43 3.73
H -0.53 1.73 4.31
H -0.95 1.69 5.98
H 0.35 0.64 5.35
H -4.04 -3.49 5.67
H -2.43 -3.08 5.23
H -3.70 -2.74 4.11
H -1.77 -0.61 7.50
```

## Properties
Charge = -1
HOMO energy = -4.717 eV
LUMO = -2.77 eV
Frontier orbital gap = 1.95 eV
Total energy = -5108.331135 Eh


2.
C38H46OP2SiSn as an isolated structure in a non-equilibrium geometry. Source: the Open Molecules 2025 dataset; level of theory: ωB97M-V/def2-TZVPD.

XYZ file:
```
89
Properties=species:S:1:pos:R:3
Sn 0.16 0.77 0.92
C -2.18 1.14 -3.19
C -2.00 -0.17 -3.01
C -1.12 -1.05 -3.85
C 0.28 -0.50 -4.23
C 0.94 0.42 -3.21
C 0.52 1.67 -2.97
C -0.16 2.41 -4.09
C -1.62 1.92 -4.35
C 1.98 0.67 2.26
H -2.82 1.72 -2.52
H -2.65 -0.72 -2.31
H -1.65 -1.31 -4.79
H -0.99 -2.00 -3.32
H 0.94 -1.37 -4.39
H 0.20 0.00 -5.21
H 1.92 0.05 -2.84
H 0.67 2.21 -2.02
H 0.41 2.28 -5.03
H -0.16 3.49 -3.90
H -2.25 2.80 -4.53
H -1.66 1.32 -5.28
H 1.69 1.22 3.17
H 2.87 1.13 1.82
H 2.17 -0.38 2.51
P -1.53 -0.96 -0.12
P 2.40 -0.20 -0.48
C -0.15 -1.68 -1.00
C 1.23 -1.45 -1.05
C -2.53 -2.36 0.44
C -3.02 -3.31 -0.49
C -3.80 -4.36 -0.02
C -4.06 -4.50 1.34
C -3.56 -3.57 2.25
C -2.79 -2.49 1.81
C -2.77 0.52 -0.25
C -2.36 1.87 -0.20
C -3.28 2.91 -0.38
C -4.62 2.61 -0.67
C -5.05 1.28 -0.68
C -4.14 0.25 -0.42
C 3.76 -1.15 0.24
C 3.50 -2.40 0.87
C 4.57 -3.19 1.29
C 5.89 -2.74 1.13
C 6.13 -1.45 0.64
C 5.08 -0.65 0.20
C 2.95 1.55 -0.94
C 2.51 2.66 -0.17
C 2.93 3.95 -0.47
C 3.75 4.18 -1.59
C 4.19 3.10 -2.36
C 3.82 1.80 -2.03
H -0.42 -2.62 -1.50
H 1.78 -2.26 -1.58
H -2.78 -3.22 -1.55
H -4.21 -5.08 -0.73
H -4.65 -5.35 1.70
H -3.77 -3.70 3.31
H -2.40 -1.74 2.50
H -1.30 2.17 -0.08
H -2.97 3.95 -0.29
H -5.33 3.42 -0.86
H -6.09 1.04 -0.88
H -4.50 -0.78 -0.34
H 2.47 -2.74 0.99
H 4.39 -4.16 1.74
H 6.72 -3.39 1.40
H 7.15 -1.07 0.59
H 5.26 0.35 -0.19
H 1.83 2.55 0.70
H 2.60 4.77 0.18
H 4.04 5.20 -1.82
H 4.84 3.29 -3.22
H 4.19 0.95 -2.61
C 0.45 -1.10 5.00
Si -0.81 0.17 4.38
C -2.46 -0.54 4.94
C -0.42 1.70 5.40
O -0.77 0.37 2.77
H 0.38 -1.13 6.10
H 1.48 -0.85 4.72
H 0.22 -2.09 4.61
H -2.53 -0.60 6.04
H -3.29 0.08 4.58
H -2.61 -1.56 4.54
H 0.60 2.07 5.24
H -1.12 2.52 5.19
H -0.52 1.43 6.46
```

## Properties
Charge = 0
HOMO energy (alpha / beta) = -6.199 / -6.200 eV
LUMO (alpha / beta) = -0.34 / -0.34 eV
Frontier orbital gap (alpha / beta) = 5.86 / 5.86 eV
Energy above the lowest of the compared OMol25 structures with the same formula, charge and spin = 378.3 kJ/mol
Total energy = -2737.108246 Eh


3.
C2H7NOSi in the gas phase in a non-equilibrium geometry. Source: the Open Molecules 2025 dataset; level of theory: ωB97M-V/def2-TZVPD.

XYZ file:
```
12
Properties=species:S:1:pos:R:3
C -1.07 -0.41 0.00
C -0.67 1.00 -0.02
N 0.18 -1.25 -0.02
O 0.72 1.19 -0.17
Si 1.54 -0.24 0.04
H -1.62 -0.63 0.85
H -1.59 -0.68 -0.89
H -1.04 1.71 -0.72
H -1.04 1.58 0.86
H 0.00 -2.14 -0.36
H 2.06 -0.26 1.43
H 2.51 0.12 -1.01
```

## Properties
Charge = 0
HOMO energy = -9.330 eV
SMILES string = C1CO[SiH2]N1
LUMO = 0.90 eV
Frontier orbital gap = 10.23 eV
Energy above the lowest of the compared OMol25 structures with the same formula, charge and spin = 68.6 kJ/mol
Total energy = -499.891675 Eh


4.
C13H23BCoN6OSi as an isolated structure in a non-equilibrium geometry. Source: the Open Molecules 2025 dataset; level of theory: ωB97M-V/def2-TZVPD.

XYZ file:
```
46
Properties=species:S:1:pos:R:3
H -0.05 3.00 0.85
N 0.27 1.72 -0.83
B 0.78 0.82 -3.17
N 0.58 1.96 -2.15
C 0.72 3.27 -2.35
Co 0.29 0.06 -0.02
H 1.02 3.60 -3.33
C 0.48 3.93 -1.15
H 0.55 4.98 -0.99
C 0.18 2.93 -0.21
H 1.29 1.20 -4.18
C -2.11 -2.83 1.53
H -2.45 -3.14 2.53
H -1.11 -3.27 1.35
H -2.80 -3.22 0.77
N -0.62 0.26 -3.45
N 1.59 -0.32 -2.53
N -1.37 -0.23 -2.39
N 1.44 -0.75 -1.22
C -1.30 0.17 -4.61
C 2.60 -0.99 -3.10
H -0.82 0.52 -5.52
H 2.86 -0.74 -4.12
C -2.55 -0.40 -4.34
C 3.12 -1.89 -2.17
C -2.53 -0.64 -2.93
C 2.37 -1.73 -1.00
H -3.32 -0.61 -5.05
H 3.96 -2.53 -2.34
H -3.35 -1.10 -2.37
H 2.48 -2.23 -0.04
H -2.08 -1.72 1.47
C -1.56 0.76 4.25
Si -0.01 -0.01 3.46
C 1.43 0.97 4.22
C 0.13 -1.72 4.27
O -0.09 -0.08 1.85
H -1.45 0.73 5.35
H -2.48 0.23 4.00
H -1.70 1.82 3.98
H 1.35 0.92 5.32
H 2.42 0.57 3.96
H 1.44 2.04 3.96
H -0.70 -2.40 4.04
H 1.06 -2.25 4.00
H 0.15 -1.58 5.36
```

## Properties
Charge = 0
HOMO energy (alpha / beta) = -8.932 / -8.926 eV
2S+1 = 4
LUMO (alpha / beta) = 0.57 / -0.06 eV
Frontier orbital gap (alpha / beta) = 9.50 / 8.86 eV
Total energy = -2610.190502 Eh
Expectation value of S² = 3.76